82
Properties=species:S:1:pos:R:3:forces:R:3:lowdin_charge:R:1 method="wB97M-V/def2-TZVPD" energy_ha=-17054.9576 lumo_energy_ha=0.126 gap_ev=4.497 homo_ev=-1.0553 total_charge=-2 e_above_lowest_kj_mol=100.0
Sc 0.97696 1.04074 0.66363 0.2350 -0.1101 -0.0056 0.631
Br 0.96355 4.60529 7.41866 -0.0089 0.0102 0.0258 0.667
C 1.27151 3.75933 5.74447 0.0149 -0.0077 -0.0156 -0.707
C 2.25989 4.27139 4.89411 0.0209 0.0222 -0.0053 -0.162
C 2.51834 3.66327 3.69320 -0.0223 -0.0522 -0.0088 -0.043
C 1.74305 2.57091 3.25750 -0.0769 0.0679 0.0254 -0.392
O 1.95876 2.02368 2.10008 0.1044 -0.0625 0.0223 -0.300
C 0.73171 2.08479 4.11839 0.0401 0.0043 -0.0049 -0.168
C 0.02245 0.88768 3.80567 0.0168 -0.0014 0.0280 -0.075
N 0.00778 0.26825 2.67114 -0.1146 0.0818 -0.0407 0.016
C -0.48155 -1.04934 2.70493 -0.0178 -0.0321 0.0207 -0.229
C -1.64354 -1.45573 3.30348 0.0305 0.0043 0.0080 -0.025
C -1.96575 -2.82705 3.36245 -0.0094 -0.0054 0.0091 -0.074
C -1.11075 -3.77256 2.87168 -0.0205 -0.0107 0.0040 -0.045
C 0.09637 -3.37796 2.24724 0.0100 0.0240 -0.0021 -0.167
C 1.06706 -4.28648 1.76596 0.0164 0.0101 -0.0080 -0.020
C 2.20018 -3.80259 1.18658 -0.0037 -0.0219 0.0239 -0.046
C 2.34950 -2.40769 1.01938 0.0252 0.0284 0.0051 -0.162
N 1.47349 -1.53281 1.44475 -0.0306 0.0148 -0.0166 0.095
C 0.37839 -2.00616 2.10517 -0.0095 -0.0392 0.0239 -0.175
C 0.52518 2.67988 5.37824 -0.0133 -0.0120 -0.0135 -0.086
H 2.81110 5.15354 5.18752 -0.0036 -0.0048 -0.0141 0.096
H 3.26381 4.05480 3.01591 -0.0027 0.0150 0.0023 0.121
H -0.48012 0.41344 4.65314 -0.0015 -0.0241 -0.0004 0.135
H -2.32310 -0.71743 3.70996 0.0048 0.0115 -0.0053 0.126
H -2.90184 -3.12521 3.81760 0.0024 -0.0091 -0.0039 0.102
H -1.34460 -4.82816 2.94388 -0.0021 0.0027 0.0020 0.106
H 0.89364 -5.35197 1.86617 0.0032 -0.0023 -0.0037 0.114
H 2.97157 -4.46036 0.81002 -0.0046 -0.0065 -0.0012 0.106
H 3.21397 -2.00128 0.50770 0.0058 0.0003 -0.0053 0.037
H -0.24397 2.28908 6.03299 0.0010 -0.0031 0.0043 0.107
Se 0.48827 5.10200 1.19344 -0.1078 -0.1227 0.0918 -0.136
Se 0.06977 6.34662 3.09399 -0.0009 0.0356 -0.0301 -0.247
Se -2.98537 3.67185 0.52032 0.1323 -0.1305 0.0104 -0.167
Se -0.87684 3.11667 1.33356 -0.1725 0.3901 0.0788 -0.113
N 1.79449 2.76256 -0.66311 0.0014 -0.0989 -0.0197 -0.049
H 1.12450 3.48576 -0.90615 0.0094 -0.0087 -0.0311 -0.018
H 2.30397 2.48441 -1.49620 0.0024 0.0432 0.0465 0.015
H 2.45896 3.16893 -0.00707 -0.0493 0.0411 -0.0620 0.011
Se 3.88788 0.57238 0.22757 0.1174 -0.0022 -0.1083 0.614
C 4.27878 0.59333 -1.56730 -0.0005 -0.0681 0.0976 -0.866
N 4.55320 0.61824 -2.69255 -0.0233 0.0641 0.0037 0.014
C -1.49678 0.68838 -4.38888 0.0448 -0.0218 0.0035 -0.108
C -0.60183 1.03582 -3.18989 -0.0624 -0.0125 0.0369 -0.628
C 0.81626 1.24097 -3.73889 0.0197 -0.0094 0.0195 -0.117
C -1.08624 2.39470 -2.66555 -0.0092 -0.0056 -0.0137 -0.130
Si -0.55119 -0.25536 -1.68808 -0.0175 -0.0078 -0.0780 0.843
C 0.38034 -1.88112 -2.37316 0.0091 0.0290 -0.0152 -0.618
C 0.08211 -3.06073 -1.44212 -0.0185 -0.0240 0.0010 -0.121
C 0.06707 -2.34831 -3.80049 0.0105 0.0002 0.0230 -0.110
C 1.89474 -1.65090 -2.31032 -0.0309 0.0013 -0.0042 -0.140
C -2.42338 -0.82215 -1.35216 0.0214 -0.0224 0.0023 -0.627
C -3.04148 -1.82177 -2.33994 0.0062 0.0080 0.0117 -0.112
C -3.35920 0.38919 -1.31417 -0.0222 -0.0012 0.0010 -0.142
C -2.50263 -1.42353 0.05649 -0.0101 0.0510 0.0003 -0.128
H -1.38325 1.46573 -5.15928 -0.0027 -0.0121 0.0058 0.076
H -2.55146 0.66255 -4.12005 -0.0571 -0.0150 0.0405 0.055
H -1.24261 -0.26608 -4.84922 0.0147 -0.0381 -0.0035 0.053
H 0.84065 2.13822 -4.37249 0.0036 -0.0083 0.0071 0.082
H 1.14882 0.40396 -4.35288 0.0111 -0.0493 -0.0187 0.061
H 1.56596 1.36849 -2.95494 -0.0351 -0.0416 -0.0343 0.038
H -0.99646 3.15208 -3.45752 0.0075 -0.0081 0.0110 0.085
H -0.51138 2.73535 -1.80862 0.0419 0.0367 0.0795 0.020
H -2.12022 2.38958 -2.32925 0.0102 0.0096 -0.0234 0.035
H -0.93196 -3.44240 -1.55561 0.0050 -0.0056 0.0019 0.059
H 0.20957 -2.79043 -0.39612 0.0020 0.0077 0.0035 0.034
H 0.77242 -3.88983 -1.65920 -0.0054 0.0075 0.0044 0.081
H -0.99361 -2.53156 -3.96853 -0.0567 0.0007 0.0120 0.057
H 0.60108 -3.29108 -3.99771 -0.0095 0.0090 -0.0012 0.075
H 0.40727 -1.63187 -4.54717 0.0128 0.0508 -0.0249 0.056
H 2.21188 -1.28895 -1.33254 0.0004 -0.0118 0.0059 0.000
H 2.24630 -0.92158 -3.03606 -0.0072 0.0258 -0.0320 0.046
H 2.42960 -2.59249 -2.51121 -0.0051 0.0095 0.0010 0.085
H -3.03195 -1.44616 -3.36339 0.0152 0.0325 -0.0527 0.060
H -4.09339 -1.98925 -2.06447 0.0057 0.0010 -0.0055 0.074
H -2.55326 -2.79596 -2.33900 0.0095 0.0041 -0.0043 0.048
H -3.53149 0.81922 -2.30038 0.0008 -0.0050 -0.0479 0.060
H -3.00368 1.18879 -0.66388 0.0088 0.0149 0.0191 -0.023
H -4.33970 0.07525 -0.92640 0.0048 -0.0009 0.0018 0.081
H -1.83433 -2.27173 0.21606 0.0049 -0.0076 -0.0029 0.054
H -3.52871 -1.76391 0.26190 0.0051 -0.0018 -0.0039 0.084
H -2.26451 -0.65723 0.79702 -0.0242 -0.0246 -0.0538 0.062

***

113
Properties=species:S:1:pos:R:3:forces:R:3:lowdin_charge:R:1 method="wB97M-V/def2-TZVPD" energy_ha=-6387.7035 lumo_energy_ha="-0.220 / -0.237" multiplicity=5 gap_ev="6.816 / 6.894" homo_ev="-12.8088 / -13.3466" total_charge=+2 e_above_lowest_kj_mol=574.5
Co 1.04484 0.79614 -0.42410 -0.7002 -0.4472 -0.3948 0.713
O 4.47492 0.06542 1.52636 -8.5229 11.1021 -10.0574 0.218
C 3.40102 0.60121 1.25788 -5.4325 2.5998 -1.7244 -0.236
N 2.99807 1.23187 0.12746 1.4876 -0.9639 2.6189 0.102
C 3.86923 1.78319 -0.77683 0.8102 0.3332 -1.3172 -0.405
O 5.01535 2.14048 -0.60665 -0.6298 -0.3620 0.3661 0.140
C 3.21335 1.95078 -2.13952 -0.1080 -0.0843 0.0880 -0.189
C 3.89757 2.56868 -3.17079 0.1143 0.0087 0.1491 0.024
C 3.28205 2.67795 -4.40632 -0.0139 0.0316 -0.0995 -0.019
C 2.01610 2.13746 -4.57610 0.0679 0.0220 -0.0982 -0.020
C 1.41145 1.51688 -3.49955 -0.0016 -0.1354 0.2358 -0.094
N 1.98390 1.43763 -2.29443 -0.0891 0.1420 0.0315 0.075
C 2.26126 0.52634 2.26798 0.2884 -0.2753 -0.0884 -0.149
C 2.51125 0.31564 3.61330 -0.0050 0.6901 -0.1006 -0.011
C 1.44384 0.33086 4.50209 -0.0672 0.0620 0.1179 -0.005
C 0.16559 0.55000 4.01169 0.1505 -0.0289 0.1945 -0.023
C 0.00213 0.73392 2.64933 0.1133 0.1396 -0.3998 -0.080
N 1.02658 0.71524 1.79379 -0.2664 0.0233 -0.0435 0.089
H 4.89196 2.94505 -2.97442 -0.0037 0.0238 -0.0525 0.133
H 3.78342 3.16934 -5.23071 0.0022 -0.0235 0.0364 0.126
H 1.50602 2.18486 -5.53036 0.0431 -0.0133 0.0665 0.122
H 0.44564 1.03696 -3.60422 0.0053 0.0373 0.0441 0.101
H 3.53640 0.18816 3.93696 -0.2109 0.4124 0.2061 0.129
H 1.60840 0.19366 5.56510 0.0103 0.0095 -0.0817 0.133
H -0.69119 0.59750 4.67239 0.0657 -0.0225 -0.0306 0.125
H -0.97519 0.93104 2.22163 0.0928 -0.0530 -0.0293 0.115
C 1.34019 4.97372 -1.74383 -0.0174 -0.0709 -0.1019 -0.027
C -0.14347 5.25891 -1.83341 0.0759 0.0310 -0.0436 -0.408
C -0.48351 6.37553 -2.78938 -0.0259 -0.0232 -0.1058 -0.028
O -0.83951 4.04874 -2.33444 0.1338 0.1787 0.1087 -0.180
P -1.37744 2.97350 -1.32886 -0.3886 0.2316 -0.2929 0.468
O -0.37325 2.37904 -0.42169 0.5450 -0.0887 0.3912 -0.283
C -2.13379 1.79571 -2.47193 0.0271 -0.0799 0.1866 -0.174
P -1.98963 0.05785 -1.98025 -0.3150 -0.0346 -0.3205 0.468
O -0.74792 -0.19715 -1.21613 0.5315 -0.0199 0.3631 -0.291
O -3.29936 -0.36197 -1.22142 -0.0946 0.1245 0.0708 -0.170
C -3.62847 0.06548 0.14367 0.1081 -0.1489 0.0682 -0.412
C -5.13378 0.09237 0.23301 -0.0928 -0.0405 -0.0129 -0.026
C -3.00348 -0.90794 1.12444 0.0431 -0.0399 -0.0955 -0.043
O -2.08937 -0.66357 -3.35845 -0.0760 0.0866 0.0080 -0.165
C -2.33777 -2.09389 -3.62818 0.0275 -0.2137 0.1156 -0.387
C -1.51714 -2.97378 -2.70229 0.0028 0.1753 0.0650 -0.045
C -3.82033 -2.38931 -3.58476 -0.0564 0.1290 0.0235 -0.036
O -2.50780 3.62364 -0.45339 0.0421 -0.1058 0.0200 -0.173
C -3.56788 4.48932 -0.98929 -0.1011 0.0621 -0.0478 -0.424
C -3.57202 5.75230 -0.16248 0.0350 0.0660 0.0586 -0.026
C -4.88124 3.74326 -0.91563 -0.0014 -0.0861 0.0596 -0.033
H 1.86813 5.88359 -1.45414 -0.0136 -0.0385 -0.0029 0.102
H 1.71466 4.65117 -2.71936 -0.0031 0.0397 0.0614 0.083
H 1.54967 4.19905 -1.00553 -0.0143 0.0140 -0.0125 0.070
H -0.53701 5.48397 -0.84089 -0.0801 -0.0712 0.0503 0.131
H -0.08558 6.15527 -3.78307 -0.0327 0.0375 0.0612 0.096
H -0.03831 7.30646 -2.43450 -0.0275 -0.0363 -0.0346 0.100
H -1.56325 6.51568 -2.87043 0.0719 0.0053 0.0237 0.083
H -1.63284 1.91292 -3.43474 -0.0532 -0.0362 0.0061 0.082
H -3.18907 2.03786 -2.60994 0.0546 0.0114 -0.0949 0.081
H -3.22585 1.07014 0.30219 0.0697 0.0736 -0.1033 0.126
H -5.53229 -0.91524 0.09507 0.0016 0.0653 0.0136 0.097
H -5.56711 0.74238 -0.52683 0.0186 -0.0025 0.0420 0.077
H -5.43683 0.45293 1.21799 -0.0065 -0.0219 -0.0512 0.099
H -3.45251 -1.89686 1.00209 0.0432 0.0401 0.0502 0.099
H -3.18298 -0.57063 2.14756 -0.0259 -0.0357 -0.0272 0.091
H -1.92714 -0.98816 0.95635 -0.0538 0.0104 0.0386 0.052
H -1.98233 -2.20173 -4.64776 0.0897 0.0475 -0.1020 0.145
H -1.84124 -2.84651 -1.66370 0.0135 -0.0651 -0.0819 0.077
H -0.45371 -2.73201 -2.76902 -0.0739 -0.0368 0.0042 0.084
H -1.66393 -4.01759 -2.98390 0.0155 0.0467 0.0142 0.097
H -4.20816 -2.32823 -2.56766 0.0112 -0.0260 -0.0413 0.077
H -3.98879 -3.39839 -3.96496 0.0031 0.0459 0.0198 0.097
H -4.37259 -1.69034 -4.21553 0.0348 -0.0607 0.0303 0.094
H -3.32217 4.72572 -2.02693 0.0461 -0.0375 -0.0428 0.136
H -3.70874 5.50753 0.89246 -0.0147 0.0305 -0.0424 0.099
H -4.39398 6.39476 -0.48127 0.0400 -0.0081 0.0215 0.100
H -2.64107 6.30943 -0.27529 -0.0357 -0.0265 0.0201 0.076
H -5.08114 3.44012 0.11498 -0.0149 0.0265 -0.0565 0.097
H -4.88536 2.85394 -1.54964 -0.0127 0.0414 0.0423 0.064
H -5.69098 4.39407 -1.24793 0.0264 -0.0378 0.0087 0.101
Cl -3.93275 -4.03611 4.34099 -0.0508 0.0051 0.0188 0.719
C -2.31368 -4.11989 3.75388 0.0329 -0.0287 -0.0508 -0.662
C -1.53089 -2.97881 3.73594 -0.0340 0.1487 0.0201 -0.106
C -0.23650 -3.06443 3.25260 -0.0845 0.0389 -0.0344 -0.035
C 0.29341 -4.25917 2.77630 0.0914 -0.0753 0.2610 -0.186
C 1.71987 -4.26646 2.29824 0.0976 -0.4971 0.3053 -0.287
C 1.86144 -4.57336 0.79540 0.1578 0.0344 0.4667 -0.036
N 2.03588 -3.30061 0.11451 -0.1887 -0.0600 -0.9870 -0.041
C 3.16027 -2.93745 -0.59474 -0.0794 -0.1422 0.3437 -0.031
C 2.98142 -1.63880 -0.93762 0.1892 0.2787 -0.0145 -0.103
N 1.76914 -1.20801 -0.46340 -0.3266 0.2056 -0.3438 0.001
C 1.19429 -2.24050 0.11384 0.5306 -0.2547 0.4889 -0.115
O 2.55639 -5.13028 3.08755 -0.1740 0.4578 -0.4499 -0.092
C 3.39664 -4.35584 3.93323 0.3539 0.0424 -0.0069 -0.133
C 4.27762 -3.40940 3.14473 1.6598 -1.6127 -1.1152 -0.271
C 5.32694 -3.81721 2.25611 -1.3969 1.3668 0.8579 -0.966
Cl 5.83544 -5.36801 2.02905 0.4675 -1.4655 -0.1275 0.797
S 6.09353 -2.50757 1.41889 -0.9902 -0.6543 0.3182 1.116
C 5.03592 -1.42320 2.19625 1.6987 -10.2958 4.8307 -0.372
C 4.14250 -2.04825 3.10010 0.4533 1.3223 -1.0971 -0.068
C -0.51746 -5.39321 2.81691 -0.0534 -0.0366 -0.0124 -0.563
Cl 0.05731 -6.93402 2.26487 0.0666 0.1759 0.0161 0.782
C -1.81376 -5.33086 3.30041 -0.0711 -0.0781 0.0286 -0.106
H -1.93177 -2.04188 4.10413 0.0205 -0.0740 -0.0085 0.101
H 0.38075 -2.16883 3.23820 -0.0024 -0.1030 0.0229 0.097
H 2.08871 -3.24906 2.43120 -0.1168 -0.0021 -0.1194 0.113
H 1.01877 -5.13983 0.41249 -0.1118 0.1114 -0.1564 0.115
H 2.76104 -5.15758 0.62377 0.0527 -0.0587 0.0517 0.137
H 3.98507 -3.61282 -0.75823 -0.1303 -0.0067 0.0100 0.130
H 3.65876 -0.97643 -1.45796 -0.1057 -0.1395 -0.0269 0.118
H 0.23537 -2.23453 0.61631 0.0959 -0.0465 -0.1723 0.135
H 3.99655 -5.05142 4.51743 -0.0676 -0.0932 -0.0477 0.139
H 2.78908 -3.76384 4.62202 -0.0222 0.0394 0.1372 0.136
H 5.09108 -0.35834 1.96803 10.0136 -1.1539 6.9002 -0.197
H 3.41224 -1.49838 3.68310 0.3290 -0.7657 -0.2626 0.086
H -2.42316 -6.22489 3.33258 0.0149 0.0617 -0.0143 0.116